{"formula": "C30H45I2N6O3", "method": "the ωB97M-V functional and the def2-TZVPD basis", "relative_energy_ev": 9.042, "charge": 1, "homo_lumo_gap_ha": 0.1682, "total_energy_ha": -2318.6836, "elements": ["C", "C", "C", "O", "N", "C", "N", "C", "C", "I", "C", "C", "I", "N", "C", "C", "C", "C", "C", "C", "C", "C", "C", "C", "C", "C", "N", "C", "C", "C", "C", "N", "H", "H", "H", "H", "H", "H", "H", "H", "H", "H", "H", "H", "H", "H", "H", "H", "H", "H", "H", "H", "H", "H", "H", "H", "H", "H", "H", "H", "H", "H", "H", "H", "H", "H", "H", "H", "H", "H", "H", "H", "C", "C", "C", "C", "C", "C", "N", "O", "O", "H", "H", "H", "H", "H"], "coordinates": [[-1.769, 5.050, 6.846], [-1.841, 5.997, 5.485], [-0.310, 6.159, 4.910], [-0.270, 7.048, 3.738], [-1.030, 6.578, 2.721], [-0.343, 6.049, 1.640], [1.167, 5.956, 1.611], [1.683, 5.369, 0.279], [3.217, 5.117, -0.238], [3.857, 3.528, -1.635], [4.339, 6.001, 0.277], [4.142, 7.235, 1.339], [6.428, 5.605, -0.391], [0.346, 5.141, -0.391], [0.100, 4.586, -1.777], [-0.817, 3.188, -1.769], [0.061, 1.836, -1.474], [-0.406, 0.519, -2.377], [-0.289, -0.909, -1.523], [0.294, -2.114, -2.524], [-0.071, -3.626, -1.998], [0.640, -4.056, -0.584], [2.276, -4.184, -0.641], [2.836, -5.365, -1.633], [3.057, -6.824, -0.919], [4.007, -6.799, 0.423], [3.327, -7.415, 1.661], [2.277, -8.501, 1.760], [1.778, -8.922, 3.272], [2.710, -7.935, 4.210], [3.626, -7.070, 3.130], [-0.825, 5.476, 0.326], [-2.394, 4.078, 6.585], [-0.646, 4.780, 7.056], [-2.306, 5.600, 7.737], [-2.323, 7.061, 5.705], [-2.465, 5.425, 4.676], [0.239, 5.147, 4.690], [0.314, 6.711, 5.764], [-2.074, 6.639, 2.712], [5.211, 7.588, 1.733], [3.603, 6.774, 2.298], [3.476, 8.121, 0.957], [-0.593, 5.385, -2.331], [1.055, 4.479, -2.447], [-1.211, 3.090, -2.891], [-1.785, 3.289, -1.105], [1.176, 2.041, -1.764], [0.015, 1.583, -0.319], [-1.439, 0.658, -2.908], [0.404, 0.411, -3.247], [0.473, -0.823, -0.634], [-1.389, -1.198, -1.177], [1.443, -1.999, -2.733], [-0.266, -1.961, -3.565], [-1.230, -3.692, -1.842], [0.198, -4.382, -2.881], [0.125, -5.033, -0.141], [0.397, -3.198, 0.196], [2.662, -4.284, 0.476], [2.697, -3.135, -1.019], [3.845, -5.009, -2.124], [2.045, -5.494, -2.513], [1.998, -7.295, -0.745], [3.601, -7.511, -1.718], [5.020, -7.407, 0.284], [4.332, -5.692, 0.668], [1.860, -8.981, 0.756], [0.964, -9.701, 3.598], [2.701, -7.861, 5.392], [4.408, -6.271, 3.522], [-1.824, 5.368, 0.044], [-6.903, -0.792, -2.404], [-5.628, -0.294, -2.127], [-4.571, -0.554, -3.001], [-4.803, -1.312, -4.157], [-6.079, -1.819, -4.433], [-7.128, -1.556, -3.550], [-3.701, -1.567, -5.093], [-2.582, -1.117, -4.803], [-3.953, -2.213, -6.120], [-7.725, -0.582, -1.723], [-5.460, 0.299, -1.231], [-3.584, -0.159, -2.771], [-6.272, -2.414, -5.324], [-8.124, -1.943, -3.758]], "forces_ev_per_a": [[-0.8, 0.1, -1.0], [0.7, -0.4, -0.1], [-0.3, -0.1, 2.1], [0.0, -0.1, 1.1], [0.0, -1.8, -3.3], [4.2, -1.8, -3.3], [-1.8, -0.9, -2.7], [-6.5, 1.3, 2.5], [1.8, 2.9, 2.0], [-1.3, 1.2, 1.1], [-3.4, -1.4, -0.6], [0.4, -1.1, 1.1], [-2.0, 0.6, 0.8], [3.2, -0.8, -1.2], [-2.3, 0.0, -1.4], [0.5, -0.1, -1.4], [-0.2, -0.2, 0.2], [1.5, -0.3, -0.1], [0.0, -0.3, -1.1], [-1.1, 0.2, -0.4], [0.1, -0.1, -0.3], [-0.2, 0.4, 0.4], [-0.1, 0.6, 0.1], [-0.1, 0.2, 0.0], [0.2, -0.3, -0.8], [0.5, -0.2, 0.1], [-2.3, -1.8, 5.3], [-0.5, -0.2, 2.1], [4.5, 4.4, -2.3], [0.2, 0.0, -5.8], [-2.5, -2.2, 1.6], [2.9, 2.1, 4.6], [1.5, 1.9, 0.9], [-2.4, 0.5, -0.1], [1.4, -1.2, -1.7], [1.2, -2.3, -0.6], [1.0, 1.2, 1.6], [-1.3, 1.8, 0.2], [-1.3, -1.0, -2.2], [1.5, 0.2, 0.4], [-2.5, -0.6, -1.2], [1.0, 1.0, -2.2], [1.4, -1.9, 0.5], [1.6, -1.5, 1.2], [-1.6, 0.2, 1.9], [0.8, 0.3, 2.4], [2.1, -0.2, -1.1], [-2.1, -0.3, 0.7], [0.1, 0.5, -2.4], [1.9, -0.3, 1.2], [-1.9, 0.4, 1.7], [-1.8, 0.1, -1.5], [2.5, 0.5, -0.4], [-2.2, -0.1, 0.6], [1.3, -0.4, 2.1], [2.1, 0.2, -0.3], [-0.5, 1.6, 2.0], [1.2, 2.0, -1.1], [0.5, -1.7, -1.5], [-0.7, 0.0, -2.4], [-0.9, -2.2, 0.7], [-2.0, -0.7, 1.0], [1.8, 0.2, 1.8], [2.2, 0.9, 0.1], [-1.2, 1.4, 1.7], [-2.3, 1.3, 0.0], [-0.9, -2.3, -0.3], [1.1, 1.2, 2.5], [1.9, 1.8, -1.0], [0.2, 0.0, -3.0], [-1.8, -1.8, -1.5], [1.7, -0.2, -0.3], [0.1, 0.0, -0.1], [0.0, -0.2, -0.4], [-0.1, 0.0, -0.1], [-0.8, 0.2, 0.6], [0.1, 0.0, 0.0], [0.4, 0.2, 0.1], [0.9, -0.4, -1.1], [-1.5, -0.6, -0.4], [0.4, 1.0, 1.7], [0.2, -0.1, -0.1], [0.0, -0.1, -0.2], [-0.2, -0.2, -0.2], [0.3, 0.2, 0.2], [0.2, 0.1, 0.0]], "mulliken_charge": [-0.839, -0.273, -0.419, -0.217, -0.111, 0.165, -0.307, 0.653, -0.355, 0.149, -0.103, -0.781, 0.116, 0.499, -0.759, -0.461, -0.026, -0.351, -0.372, -0.573, -0.521, -0.642, -0.296, -0.652, -0.553, -0.436, 0.181, -0.186, -0.469, -0.399, -0.336, -0.341, 0.249, 0.302, 0.251, 0.265, 0.196, 0.288, 0.312, 0.258, 0.327, 0.245, 0.267, 0.282, 0.278, 0.325, 0.193, -0.200, 0.289, 0.096, 0.287, 0.294, 0.147, 0.236, 0.279, 0.310, 0.231, 0.306, 0.191, 0.285, 0.220, 0.288, 0.204, 0.293, 0.281, 0.263, 0.347, 0.257, 0.292, 0.275, 0.262, 0.285, -0.412, -0.487, 0.196, -0.084, -0.431, -0.462, 0.991, -0.589, -0.572, 0.371, 0.371, 0.241, 0.448, 0.375]}



{"formula": "C30H45LaNO4P2", "method": "the ωB97M-V functional and the def2-TZVPD basis", "charge": 1, "homo_lumo_gap_ha": [0.2122, 0.2063], "total_energy_ha": -2239.5327, "elements": ["La", "C", "C", "C", "C", "C", "C", "H", "H", "H", "C", "H", "H", "H", "C", "H", "H", "H", "C", "H", "H", "H", "C", "H", "H", "H", "C", "C", "C", "C", "C", "C", "C", "C", "H", "H", "H", "H", "H", "H", "H", "H", "H", "H", "H", "H", "P", "C", "C", "P", "C", "C", "C", "H", "H", "H", "H", "H", "H", "H", "H", "H", "H", "H", "H", "H", "H", "O", "C", "O", "C", "C", "C", "C", "C", "C", "N", "O", "O", "H", "H", "H", "H"], "coordinates": [[-0.228, 1.056, -0.233], [-0.905, -2.338, 2.020], [0.383, -2.585, 1.462], [0.671, -1.324, 3.361], [-0.722, -1.574, 3.205], [1.349, -1.917, 2.259], [-2.200, -2.819, 1.490], [-2.163, -2.899, 0.394], [-3.004, -2.118, 1.759], [-2.477, -3.812, 1.889], [-1.779, -1.113, 4.128], [-2.735, -1.581, 3.876], [-1.912, -0.021, 4.085], [-1.540, -1.371, 5.170], [1.286, -0.650, 4.522], [1.187, -1.260, 5.436], [0.818, 0.322, 4.732], [2.353, -0.486, 4.346], [2.803, -1.862, 2.000], [3.347, -2.708, 2.457], [3.229, -0.932, 2.406], [3.010, -1.887, 0.920], [0.687, -3.396, 0.266], [1.267, -4.306, 0.507], [1.279, -2.816, -0.464], [-0.232, -3.725, -0.230], [-1.377, 1.337, -4.228], [-1.815, 0.064, -4.484], [-1.232, -0.794, -5.554], [0.318, -0.785, -5.770], [1.184, -0.446, -4.603], [1.667, 0.809, -4.311], [1.046, 2.059, -4.817], [-0.492, 2.073, -5.143], [-1.703, -0.505, -6.512], [0.529, -0.093, -6.601], [-1.563, -1.828, -5.386], [-0.614, 1.699, -6.173], [-1.826, 1.952, -3.442], [-2.817, -0.324, -4.222], [-0.773, 3.145, -5.126], [1.233, 2.879, -4.107], [2.725, 0.922, -4.029], [1.559, 2.372, -5.747], [0.576, -1.817, -6.089], [1.507, -1.332, -4.046], [-1.826, -0.919, -1.877], [-3.338, 0.123, -1.947], [-1.557, -2.444, -2.830], [1.961, 0.251, -1.693], [-0.438, 0.086, -2.337], [3.182, -0.998, -2.159], [2.622, 1.945, -1.800], [-3.380, 0.791, -1.069], [-4.141, -0.621, -1.846], [-3.521, 0.731, -2.841], [-0.779, -2.374, -3.613], [-2.526, -2.759, -3.258], [-1.230, -3.175, -2.064], [2.202, 2.500, -2.649], [3.713, 1.892, -1.916], [2.392, 2.511, -0.881], [-0.588, 1.219, -2.260], [0.069, -0.259, -3.249], [3.805, -1.180, -1.259], [3.805, -0.673, -3.006], [2.663, -1.939, -2.416], [-1.420, 1.961, 1.923], [-0.314, 2.297, 2.493], [0.795, 2.276, 1.834], [-0.317, 2.680, 3.953], [-1.518, 2.572, 4.681], [-1.533, 2.732, 6.065], [-0.334, 2.940, 6.759], [0.858, 3.076, 6.047], [0.877, 2.926, 4.663], [-0.275, 2.580, 8.148], [-1.343, 2.287, 8.727], [0.826, 2.583, 8.739], [-2.467, 2.312, 4.195], [-2.443, 2.621, 6.634], [1.776, 3.245, 6.593], [1.837, 2.937, 4.143]], "forces_ev_per_a": [[0.2, -0.3, 4.7], [0.1, 0.8, 1.2], [-0.6, 0.4, 0.3], [2.4, -0.8, -1.7], [-1.4, -1.2, -1.9], [-0.5, 1.3, 2.0], [-0.6, -0.4, -0.1], [-0.2, 0.0, 0.3], [0.1, -0.3, -0.2], [0.0, 0.3, -0.2], [-0.4, 0.0, 0.2], [0.1, 0.1, 0.1], [0.1, -0.2, 0.0], [0.0, 0.1, -0.2], [0.2, 0.3, 0.3], [0.0, 0.1, -0.2], [0.1, -0.3, 0.0], [-0.1, 0.0, 0.1], [0.7, -0.1, 0.0], [-0.1, 0.3, -0.2], [0.0, -0.3, -0.2], [0.0, 0.0, 0.3], [0.0, -0.3, -0.5], [-0.1, 0.4, 0.0], [-0.1, -0.2, 0.2], [0.2, 0.0, 0.1], [-2.5, -1.4, -1.2], [-1.1, 2.3, -1.6], [0.1, -0.4, -0.7], [-1.1, 0.0, -0.4], [1.1, 0.7, -0.4], [0.7, -1.9, -1.3], [-0.5, 0.8, -0.7], [1.7, 0.4, -0.5], [0.1, -0.1, 0.2], [0.1, -0.4, 0.3], [0.1, 0.3, -0.1], [-0.1, 0.3, 0.4], [-0.3, -0.3, -0.5], [1.0, 0.5, 0.5], [0.0, -0.6, -0.2], [0.0, -0.2, -0.2], [-0.7, -0.1, 0.4], [0.0, 0.0, 0.4], [0.1, 0.7, 0.0], [0.6, 0.4, -0.4], [0.5, 0.9, 2.4], [-0.8, -0.5, -0.5], [-0.4, -0.6, 0.1], [0.2, 0.1, 1.3], [0.7, -0.2, -0.1], [0.6, -0.2, 0.1], [0.6, 0.6, 0.1], [0.1, -0.5, -0.1], [-0.2, 0.5, 0.1], [0.0, -0.3, 0.2], [-0.6, 0.1, 0.5], [0.5, -0.1, 0.1], [-0.3, 0.2, -0.6], [0.4, -0.1, 0.4], [-0.1, 0.3, 0.1], [0.3, -0.1, -0.1], [-0.2, -1.2, -2.0], [-0.9, 0.4, 1.0], [-0.2, 0.0, -0.6], [-0.1, -0.2, 0.3], [0.3, 0.4, 0.2], [1.1, 0.1, 0.3], [0.2, -0.2, -1.2], [-1.1, -0.1, 0.5], [-0.1, -0.6, 0.6], [-0.1, 0.4, 0.0], [0.4, 0.0, 0.2], [0.0, -0.9, -2.1], [0.0, 0.0, 0.0], [-0.4, 0.2, -0.3], [-0.1, 0.1, 3.8], [1.8, 0.5, -1.3], [-1.9, 0.0, -1.5], [0.6, 0.3, 0.0], [0.0, -0.1, 0.0], [0.0, -0.2, 0.0], [-0.4, 0.1, 0.0]], "mulliken_charge": [1.135, 0.245, 0.629, 0.872, 0.480, 0.298, -1.502, 0.187, 0.420, 0.309, -1.172, 0.454, -0.012, 0.312, -1.059, 0.339, -0.016, 0.318, -1.480, 0.323, 0.409, 0.099, -1.059, 0.415, -0.061, 0.352, -0.171, -0.612, -1.353, -1.396, -0.327, -0.276, -0.948, -1.551, 0.454, 0.379, 0.525, 0.347, 0.940, 0.888, 0.476, 0.234, 1.178, 0.295, 0.348, 0.312, 0.418, -1.478, -1.057, 0.657, 0.422, -1.353, -1.256, 0.455, 0.396, 0.440, 0.275, 0.410, 0.259, 0.294, 0.378, 0.497, -0.035, -0.317, 0.403, 0.479, 0.369, -0.949, 1.072, -0.926, 0.358, -0.403, -0.477, -0.205, -0.336, -0.405, 0.935, -0.565, -0.559, 0.477, 0.477, 0.473, 0.401]}



{"formula": "C30H45MnN3O2P2S", "method": "the ωB97M-V functional and the def2-TZVPD basis", "s_squared": 3.88, "relative_energy_ev": 0.000, "charge": 2, "multiplicity": 4, "homo_lumo_gap_ha": [0.2092, 0.2450], "total_energy_ha": -3716.3644, "elements": ["Mn", "C", "C", "C", "P", "C", "C", "C", "C", "C", "C", "C", "C", "C", "N", "C", "C", "C", "C", "C", "C", "P", "C", "C", "C", "C", "C", "C", "H", "H", "H", "H", "H", "H", "H", "H", "H", "H", "H", "H", "H", "H", "H", "H", "H", "H", "H", "H", "H", "H", "H", "H", "H", "H", "H", "H", "H", "H", "H", "H", "H", "H", "H", "H", "N", "C", "C", "C", "O", "O", "H", "H", "H", "H", "H", "H", "S", "C", "C", "N", "C", "H", "H", "H"], "coordinates": [[0.351, 0.269, 0.379], [-2.422, -3.402, 2.478], [-2.097, -2.182, 1.609], [-2.908, -2.283, 0.313], [-0.275, -1.970, 1.254], [0.578, -2.812, 2.652], [2.042, -3.237, 2.486], [0.376, -1.959, 3.908], [0.050, -2.773, -0.321], [0.376, -4.114, -0.502], [0.590, -4.609, -1.778], [0.492, -3.750, -2.866], [0.161, -2.412, -2.699], [-0.090, -1.912, -1.421], [-0.421, -0.556, -1.168], [-1.167, 0.176, -2.113], [-2.125, -0.411, -2.947], [-2.857, 0.373, -3.824], [-2.664, 1.748, -3.899], [-1.732, 2.341, -3.067], [-0.998, 1.565, -2.171], [0.258, 2.227, -1.078], [-0.273, 3.839, -0.354], [0.487, 4.157, 0.936], [-1.779, 3.988, -0.119], [1.641, 2.655, -2.232], [2.051, 1.502, -3.153], [2.848, 3.319, -1.574], [-3.507, -3.478, 2.559], [-2.026, -3.336, 3.488], [-2.074, -4.327, 2.016], [-2.390, -1.284, 2.161], [-2.749, -3.255, -0.154], [-2.658, -1.521, -0.421], [-3.969, -2.199, 0.551], [-0.011, -3.727, 2.756], [2.721, -2.489, 2.895], [2.327, -3.447, 1.456], [2.207, -4.148, 3.060], [0.936, -1.025, 3.829], [0.740, -2.498, 4.782], [-0.673, -1.712, 4.084], [0.465, -4.772, 0.353], [0.842, -5.649, -1.925], [0.678, -4.124, -3.864], [0.088, -1.765, -3.562], [-2.296, -1.478, -2.912], [-3.592, -0.100, -4.461], [-3.239, 2.346, -4.592], [-1.580, 3.413, -3.108], [0.035, 4.553, -1.130], [0.202, 3.472, 1.733], [0.229, 5.168, 1.251], [1.568, 4.107, 0.837], [-2.058, 3.550, 0.841], [-2.395, 3.551, -0.903], [-2.018, 5.050, -0.066], [1.132, 3.401, -2.857], [2.838, 0.882, -2.719], [2.475, 1.917, -4.067], [1.214, 0.866, -3.439], [3.298, 2.687, -0.803], [2.604, 4.275, -1.117], [3.611, 3.502, -2.330], [2.178, -0.278, -0.323], [3.130, -0.629, 0.774], [3.586, 0.630, 1.479], [2.449, 1.457, 2.052], [2.622, 2.466, 2.672], [1.214, 0.978, 1.832], [2.083, -1.058, -0.971], [2.589, 0.499, -0.828], [3.969, -1.185, 0.354], [2.604, -1.274, 1.469], [4.174, 1.276, 0.820], [4.250, 0.378, 2.308], [-3.835, 1.442, 1.652], [-2.705, 1.681, 2.913], [-1.455, 1.379, 2.492], [-1.400, 0.948, 1.179], [-2.597, 0.942, 0.629], [-3.005, 2.039, 3.884], [-0.541, 1.454, 3.058], [-2.780, 0.672, -0.398]], "forces_ev_per_a": [[-0.2, -0.2, -0.3], [0.0, 0.0, 0.0], [0.0, 0.0, 0.0], [0.0, 0.0, 0.0], [0.0, 0.2, 0.0], [0.0, -0.1, 0.0], [0.0, -0.1, 0.1], [0.0, 0.0, 0.0], [0.0, -0.1, 0.1], [0.0, 0.1, 0.0], [0.0, 0.0, 0.0], [0.0, 0.0, 0.0], [0.0, 0.0, 0.0], [0.0, 0.0, 0.0], [0.0, 0.0, -0.1], [-0.1, 0.0, -0.1], [0.0, 0.0, 0.0], [0.0, 0.0, 0.0], [0.0, 0.0, 0.0], [0.0, 0.0, 0.0], [0.0, 0.0, 0.0], [0.0, 0.0, 0.1], [0.0, 0.1, -0.1], [0.0, 0.0, 0.0], [0.0, 0.0, 0.0], [-0.1, 0.0, -0.1], [0.0, 0.0, 0.0], [0.0, 0.0, 0.0], [0.0, 0.0, 0.0], [0.0, 0.0, 0.0], [0.0, 0.0, 0.0], [0.0, 0.0, 0.0], [0.0, 0.0, 0.0], [0.0, 0.0, 0.0], [0.0, 0.0, 0.0], [0.0, 0.0, 0.0], [0.0, 0.0, 0.0], [0.0, 0.0, 0.0], [0.0, 0.0, 0.0], [0.0, 0.0, 0.0], [0.0, 0.0, 0.0], [0.0, 0.0, 0.0], [0.0, 0.0, 0.0], [0.0, 0.0, 0.0], [0.0, 0.0, 0.0], [0.0, 0.0, 0.0], [0.0, 0.0, 0.0], [0.0, 0.0, 0.0], [0.0, 0.0, 0.0], [0.0, 0.0, 0.0], [0.0, 0.0, 0.0], [0.0, 0.0, 0.0], [0.0, 0.0, 0.0], [0.0, 0.0, 0.0], [0.0, 0.0, 0.0], [0.0, 0.0, 0.0], [0.0, 0.0, 0.0], [0.0, 0.0, 0.0], [0.0, 0.0, 0.0], [0.0, 0.0, 0.0], [0.0, 0.0, 0.0], [0.0, 0.0, 0.0], [0.0, 0.0, 0.0], [0.0, 0.0, 0.0], [0.2, -0.1, 0.5], [-0.1, 0.1, 0.0], [0.0, 0.0, 0.1], [-0.1, 0.1, -0.1], [0.1, -0.1, 0.0], [0.0, 0.0, 0.2], [-0.1, 0.0, -0.1], [-0.1, 0.0, -0.3], [0.0, 0.0, 0.0], [0.1, 0.1, -0.2], [0.0, 0.0, 0.0], [0.0, 0.0, 0.0], [0.0, -0.1, 0.0], [0.0, 0.0, 0.0], [-0.1, 0.0, 0.1], [0.0, 0.0, 0.0], [0.0, 0.0, -0.1], [0.0, 0.0, 0.0], [0.0, 0.0, 0.0], [0.0, 0.0, 0.0]], "lowdin_spin": [2.988, -0.003, -0.006, 0.000, -0.055, -0.008, 0.000, -0.001, 0.008, -0.004, 0.014, -0.002, 0.012, 0.002, 0.055, 0.001, 0.010, -0.002, 0.012, -0.003, 0.004, -0.057, -0.008, -0.001, 0.000, -0.006, 0.000, 0.000, 0.000, 0.000, 0.000, -0.001, 0.000, 0.000, 0.000, -0.002, 0.000, 0.000, 0.000, 0.000, 0.000, 0.000, 0.000, 0.001, 0.000, 0.000, 0.000, 0.000, 0.001, 0.000, -0.002, 0.000, 0.000, 0.000, 0.000, 0.000, 0.000, -0.003, 0.000, 0.000, 0.000, 0.000, 0.000, 0.000, -0.039, 0.000, 0.003, 0.010, 0.008, 0.095, 0.001, 0.003, -0.001, 0.000, 0.000, 0.000, 0.004, -0.002, 0.001, -0.031, 0.010, 0.000, 0.000, 0.000]}